2 unconnected molecules or ions with the total composition C3H10NOS. Source: OMol25; level of theory: ωB97M-V/def2-TZVPD.

The geometry in XYZ format:
```
16
Properties=species:S:1:pos:R:3
C 1.0037 -2.0266 -0.4816
N 0.3178 -0.9443 -1.1862
C 0.2488 0.2808 -0.3650
C -1.0877 0.9942 -0.6570
S -0.9367 2.0065 -2.1634
H 1.9653 -1.7189 -0.0371
H 1.1740 -2.8596 -1.1516
H 0.3701 -2.3548 0.3495
H 0.8758 -0.7168 -1.9977
H 0.3894 0.0591 0.7070
H 1.0404 0.9585 -0.6787
H -1.3534 1.6356 0.1806
H -1.8416 0.2082 -0.6948
H 0.0183 1.3372 3.0422
H -1.2807 1.5264 2.1270
O -0.9035 1.6144 3.0069
```

For the calculated total energy, the calculation gives -648.48971 Ha. As for the charge: -1. Its HOMO energy is -0.088 hartree. The calculation puts the energy above the lowest of the compared OMol25 structures with the same formula, charge and spin at 26.3 kcal/mol. As for the spin multiplicity: 1. For the largest force on an atom, the calculation gives 1.02 eV/Å. As for the LUMO energy: 0.13240 Ha. Its HOMO-LUMO gap is 5.9936 eV.